(1)
Computed, not measured: a 2-piece molecular cluster, C5H3BrF4N2 overall, with ωB97M-V/def2-TZVPD.

Positions of all 15 atoms, in Å:
F -1.61 0.22 -2.02
C -1.12 0.25 -0.85
C 0.11 -0.27 -0.56
N 0.66 -0.44 0.76
C 1.76 -1.07 0.52
C 2.01 -1.26 -0.91
N 0.97 -0.76 -1.51
C -2.04 0.77 0.26
F -2.82 1.73 -0.15
F -1.44 1.17 1.40
Br -3.22 -0.81 0.70
H 2.47 -1.40 1.29
H 2.47 -2.02 -1.52
F 1.31 2.15 1.36
H 0.48 1.74 1.24

HOMO level, eV: -10.26
SMILES: FC(=C1N=CC=N1)C(F)(F)Br.F


(2)
Computed, not measured: one molecule with the formula C5H3BrN2OS, with ωB97M-V/def2-TZVPD.

Positions of all 13 atoms, in Å:
C -2.65 1.52 -0.85
C -1.85 0.47 -0.62
C 0.74 0.04 0.74
C -0.74 -1.70 0.13
C 1.85 0.84 0.59
N -3.02 2.61 -1.04
N 0.45 -1.08 0.11
O -0.92 -2.87 -0.01
S -2.18 -0.63 0.52
Br 3.33 -0.04 -0.74
H 2.49 0.89 1.48
H 1.32 1.71 0.07
H 1.17 -1.75 -0.37

HOMO level, eV: -9.11


(3)
Computed, not measured: C5H3Cl2CrNO3Yb as an isolated structure, with ωB97M-V/def2-TZVPD.

Positions of all 16 atoms, in Å:
Yb -0.51 0.24 -2.86
Cr 0.41 0.75 0.35
Cl -0.28 -1.20 -0.73
Cl -0.29 2.26 -1.18
C 1.78 1.96 1.00
C 0.78 -1.64 -4.02
C 0.88 1.48 -4.54
O 2.34 2.94 1.32
O 1.14 -2.59 -4.55
O 1.29 2.19 -5.34
C -1.52 -1.29 3.75
C -0.78 -0.65 2.73
N -0.09 -0.09 1.99
H -0.88 -2.02 4.27
H -2.40 -1.82 3.33
H -1.88 -0.54 4.47

HOMO level (spin up / spin down), eV: -26.63 / -26.83
Charge: +4
Multiplicity: 5


(4)
Computed, not measured: one molecule with the formula C5H3Cl2F, with ωB97M-V/def2-TZVPD.

Positions of all 11 atoms, in Å:
F 1.50 1.42 0.11
C 1.08 0.13 0.25
C 1.84 -1.08 0.09
C 0.89 -2.06 0.45
C -0.46 -1.47 0.69
C -0.37 -0.08 0.05
Cl -1.20 1.14 1.06
Cl -0.82 0.10 -1.72
H 2.93 -1.21 -0.19
H 1.20 -3.00 0.55
H -1.34 -2.25 0.71

HOMO level, eV: -8.51
SMILES: FC1=CC=CC1(Cl)Cl


(5)
Computed, not measured: a 2-piece molecular cluster, C5H3Cl2FO overall, with ωB97M-V/def2-TZVPD.

Positions of all 12 atoms, in Å:
C -1.04 2.39 -0.99
C -0.14 1.49 -1.08
C -1.27 3.63 -1.23
C 0.26 0.18 -0.82
C 1.89 2.44 -1.73
O -1.69 4.69 -1.37
F 2.56 1.96 -0.60
Cl 2.31 4.14 -1.69
Cl 2.64 1.70 -3.13
H 1.31 0.24 -0.69
H 0.08 -0.43 -1.64
H -0.16 -0.22 0.11

HOMO level (spin up / spin down), eV: -8.48 / -8.48


(6)
Computed, not measured: one molecule with the formula C5H3Cl3, with ωB97M-V/def2-TZVPD.

Positions of all 11 atoms, in Å:
Cl -2.80 -0.84 -0.40
C -1.21 -0.16 -0.09
C -0.28 -1.14 0.05
Cl -0.06 -2.70 -0.03
C 0.91 -0.31 0.40
Cl 2.30 -0.84 -0.58
C 0.56 1.14 0.15
C -0.70 1.16 -0.23
H 0.92 -0.46 1.45
H 1.53 1.95 -0.27
H -1.16 2.19 -0.45

HOMO level, eV: -8.79
SMILES: ClC1=C(Cl)[C@@H](Cl)C=C1